Computed, not measured: C31H79N6O14V as an isolated structure in a non-equilibrium geometry, with ωB97M-V/def2-TZVPD.

The total energy comes out at -96707.12491 eV. The energy above the lowest of the compared OMol25 structures with the same formula, charge and spin comes out at 1173.6 kJ/mol. Its HOMO-LUMO gap is 3.3 eV. The lowest unoccupied orbital energy is -4.16 eV. As for the HOMO energy: -7.490 eV.

Cartesian coordinates (Å):
H -5.805 -8.856 -6.608
H -4.324 5.135 -4.941
H -1.374 -0.892 6.762
H 1.328 2.430 -5.611
C 10.167 -1.255 -2.383
H -0.519 -2.256 7.366
H -6.063 -5.104 -4.293
H 9.838 -1.969 -3.139
H 3.458 4.929 2.092
H -3.381 6.434 -4.177
C -5.796 2.743 3.300
H 2.497 -8.209 -0.136
O 0.886 -0.604 0.174
C -6.704 1.565 3.623
C -0.366 -1.282 6.902
H -10.580 -3.986 -2.901
O -6.589 -7.388 -5.479
O 9.477 4.850 7.187
H 4.397 6.372 2.588
H 7.274 5.642 6.822
H -4.639 -6.885 -5.042
H 0.182 -0.696 7.640
H 12.645 0.392 -4.186
N -6.269 0.428 2.752
H 10.951 0.210 -4.520
H -6.154 3.968 -4.201
C -6.369 -8.745 -5.681
C 7.388 4.805 6.133
C 0.395 -1.396 5.540
O -1.227 -2.054 -0.519
O -9.660 -4.343 -4.700
O -8.895 0.619 3.444
H -9.449 0.280 1.432
H 0.588 2.148 -7.117
C 0.459 1.943 -6.054
H -6.721 4.747 -2.634
H -1.321 -1.700 4.592
C 3.627 -2.652 4.507
H 2.332 -1.436 6.364
C -8.195 1.839 3.353
C 7.959 -0.435 -2.694
H -3.520 5.478 -1.936
H 5.053 2.666 4.878
C 1.725 -2.071 5.718
H 6.835 2.719 4.464
H -6.805 -2.657 -5.466
H -6.386 3.644 3.136
H -1.231 1.400 -3.927
H 4.260 -1.873 4.933
H 5.371 4.625 6.149
C -4.206 5.254 -2.753
H -5.052 -6.579 -6.743
H -6.961 -0.307 2.787
H 3.839 -3.541 5.101
H -7.904 -4.230 -3.591
C 2.212 -6.555 -0.390
H -5.137 2.936 4.146
H -3.049 2.938 -3.233
C 8.521 3.979 6.627
H -9.938 -5.687 -3.035
N -7.033 -4.652 -6.166
N 12.570 -1.531 -2.229
H -5.178 2.647 2.407
O 2.261 -2.282 4.420
H -0.673 -3.095 4.942
H -10.439 -0.485 2.665
H -8.722 2.437 4.096
C -5.438 -6.596 -5.724
H 0.462 -0.413 5.074
H -8.279 -2.975 -6.420
C -7.595 -3.379 -5.673
O 2.256 -5.500 -1.057
H 7.429 -1.200 -2.127
H 5.578 3.675 2.584
H -8.326 2.401 2.428
H 12.419 -2.430 -2.663
O -0.824 2.419 -5.716
H -6.564 3.023 -2.928
C -10.416 -4.851 -3.545
H 11.981 -1.126 -4.783
O 4.313 4.776 3.966
C -2.542 3.178 -4.168
H 2.779 5.831 3.340
H 10.084 -1.792 -1.439
C 10.636 4.210 7.812
H -3.231 2.829 -4.937
H -4.904 6.080 -2.616
H -5.012 -4.495 -5.463
H 11.607 0.278 -2.000
H -10.652 1.164 2.357
H -8.697 -2.669 -4.038
H 4.004 -2.715 3.486
H -7.756 -5.346 -6.040
N 6.161 4.016 5.990
H -6.641 1.281 4.673
H 8.964 3.411 5.809
C 11.503 -0.597 -2.642
H 7.917 -0.901 -3.679
H -11.406 -5.189 -3.849
O -4.854 4.022 -2.437
H -2.032 4.826 -5.204
V 0.112 -1.974 0.414
H 7.594 5.396 5.241
H -7.272 -9.356 -5.686
O 9.248 -0.243 -2.188
N -0.426 -2.168 4.628
H 8.219 3.218 7.347
H 1.677 -3.084 6.119
C -3.591 5.364 -4.167
H 7.577 0.585 -2.745
H 6.280 5.037 3.445
H -0.479 2.920 -3.770
H 11.451 4.847 8.156
H 11.075 3.382 7.255
C -8.459 -3.685 -4.354
C -9.866 0.412 2.431
C -1.234 2.400 -4.360
O 1.544 -6.510 0.664
H 13.426 -1.165 -2.620
C 11.811 -0.303 -4.090
C -6.099 3.991 -3.113
C 3.752 5.562 2.929
N -2.370 4.635 -4.271
C 5.610 4.183 3.548
H -6.437 0.788 1.823
C 5.944 3.279 4.748
H 10.295 3.788 8.758
H -5.659 -9.155 -4.963
H 0.502 0.860 -5.941
C -5.889 -5.136 -5.369
O 2.878 -7.625 -0.795

Forces on the atoms, in the same order (eV/Å):
-0.36 -0.34 -0.57
-0.28 -0.08 -0.10
0.14 0.36 -0.08
-0.24 0.14 0.78
-0.33 -0.32 0.99
0.21 -0.28 -0.20
-0.39 -0.22 0.33
0.20 0.08 -0.57
0.42 -0.13 -0.44
0.22 0.11 -0.61
-0.19 0.73 0.58
0.42 -1.26 0.20
-1.40 -2.09 0.23
-0.38 -0.82 -0.94
0.60 -0.04 -0.15
0.10 -0.19 0.49
-0.29 0.37 -0.19
2.08 0.27 0.48
-0.14 0.21 0.18
-0.53 -0.36 0.61
0.22 -0.05 0.06
-0.10 0.28 -0.05
0.13 -0.06 0.09
-0.19 0.58 0.39
-0.11 0.38 -0.24
0.77 0.91 -0.20
1.28 -0.52 -0.49
-1.07 0.62 -0.26
-1.47 -0.83 1.37
3.36 0.47 2.31
-0.60 -1.26 0.53
-0.67 -0.66 -1.09
0.36 0.08 -0.05
-0.24 -0.07 -0.11
-0.29 -0.23 -0.68
-0.34 0.22 -0.55
-0.26 0.13 -0.25
0.47 0.67 -0.67
0.47 -0.02 -0.07
-0.22 0.48 0.78
0.25 -0.27 -0.18
0.71 -0.50 -0.35
0.32 -0.41 0.05
-0.04 -0.05 -0.97
-0.08 -0.41 0.37
-0.03 -0.05 0.10
-0.07 0.18 0.15
-0.54 -0.38 -0.29
-0.22 0.44 0.39
-0.14 -0.12 -0.06
-0.23 0.13 0.11
-0.33 -0.56 -0.32
-0.15 -0.31 0.54
-0.38 -0.37 -0.19
0.13 0.02 -0.02
-1.32 3.82 0.67
0.12 0.10 -0.14
0.50 -0.03 0.11
1.27 -0.67 -0.05
0.39 0.18 0.01
0.97 0.05 0.11
0.06 0.02 1.01
-0.11 -0.48 0.03
1.03 0.43 0.37
0.46 -0.28 0.34
0.37 -0.24 0.18
0.66 0.69 0.37
-1.19 1.90 0.91
0.53 0.08 0.20
0.03 0.05 0.01
-0.84 -2.25 1.41
0.74 0.61 -1.53
-0.58 0.52 0.72
-0.43 -0.24 0.02
-0.01 -0.44 -0.59
0.01 -0.16 -0.11
-0.45 0.47 -0.17
0.05 -0.13 0.62
0.47 1.15 -1.03
0.09 -0.51 0.61
1.46 -0.60 -1.36
0.01 -0.47 -0.58
0.19 0.92 -0.07
1.10 -0.58 0.14
-1.42 -0.48 0.54
-0.30 -0.18 -0.34
-0.62 0.06 -0.33
0.00 0.24 -0.55
-0.31 0.13 -0.21
0.25 0.65 0.23
-0.18 0.11 0.86
-0.15 -0.60 0.01
-0.23 -0.19 -0.27
-0.01 0.14 0.38
0.30 -0.17 -0.06
0.27 -0.13 -0.30
1.60 -2.05 -0.17
0.53 0.35 -0.60
0.21 0.06 -0.52
0.00 0.45 -1.10
0.53 -0.09 -0.12
-1.58 0.90 -2.27
0.62 -0.42 -0.60
-0.10 0.45 0.00
-0.71 1.47 -0.82
-0.82 0.07 -1.33
-0.46 0.14 0.30
-0.51 0.05 0.78
-0.56 0.53 2.12
-0.82 -0.46 0.20
0.41 -0.08 0.00
0.26 0.27 0.17
-0.40 0.83 -0.81
-0.19 0.11 -0.52
0.34 1.61 -1.42
-0.49 -0.48 0.16
0.79 0.91 0.67
0.00 -1.77 0.73
0.30 -0.19 0.09
-1.41 1.65 -0.92
-0.83 -1.25 1.02
-0.94 -1.05 0.58
0.84 -0.66 -0.37
-1.36 1.06 1.65
0.44 0.10 -0.56
0.38 1.15 -0.79
-0.25 -0.36 0.11
-0.10 -0.07 0.64
0.23 -0.13 0.28
0.50 -0.49 -0.07
-0.17 -0.69 0.14